A:
ORCA calculation (ωB97M-V/def2-TZVPD) on C21H27N3O2 in the gas phase.

XYZ file:
```
53
Properties=species:S:1:pos:R:3:nbo_charge:R:1
O -0.81425 -2.95892 -1.21757 -0.635
C -0.73480 -1.78628 -0.91935 0.690
N -1.64686 -0.86427 -1.29702 -0.615
C -2.86925 -1.21994 -1.97907 -0.218
C -4.06571 -1.27361 -1.01485 -0.435
C -4.29032 0.05201 -0.34092 0.013
C -3.83635 0.30080 0.88053 -0.199
C -4.00800 1.60356 1.59997 -0.436
C -5.06458 2.47745 0.93053 -0.392
C -4.84238 2.48787 -0.57742 -0.390
C -5.04402 1.08198 -1.13562 -0.443
C 0.40405 -1.22153 -0.07390 -0.313
C 0.00186 -1.30157 1.40622 -0.395
C 1.16406 -0.88198 2.30325 -0.410
C 2.38760 -1.74979 2.00164 -0.213
N 2.72799 -1.65707 0.60044 -0.419
C 3.66775 -0.79905 0.17050 0.690
N 3.86062 -0.43943 -1.06250 -0.550
C 4.98273 0.35721 -1.02123 0.074
C 5.67365 1.02499 -2.02018 -0.217
C 6.78539 1.75722 -1.64448 -0.217
C 7.20427 1.83046 -0.32005 -0.231
C 6.52468 1.16989 0.69265 -0.272
C 5.42005 0.44122 0.31489 0.286
O 4.56112 -0.30530 1.07811 -0.458
C 1.67471 -2.04798 -0.30679 -0.217
H -1.59897 0.06746 -0.91586 0.399
H -2.70692 -2.20493 -2.42061 0.240
H -3.05138 -0.49289 -2.77537 0.190
H -4.95312 -1.55888 -1.58250 0.213
H -3.86797 -2.04438 -0.26841 0.218
H -3.30148 -0.46937 1.42231 0.198
H -3.04664 2.13079 1.61556 0.203
H -4.28064 1.41156 2.64093 0.214
H -6.05662 2.07383 1.14253 0.197
H -5.01995 3.49166 1.33143 0.209
H -3.82488 2.82449 -0.78946 0.193
H -5.53290 3.18218 -1.05960 0.209
H -6.10893 0.82722 -1.11085 0.212
H -4.73188 1.04411 -2.18218 0.209
H 0.59677 -0.17972 -0.34810 0.212
H -0.86380 -0.66167 1.59226 0.211
H -0.28258 -2.33135 1.63563 0.210
H 0.88725 -0.98692 3.35314 0.215
H 1.41357 0.16550 2.11800 0.201
H 3.24578 -1.43896 2.59769 0.229
H 2.16121 -2.79804 2.22260 0.197
H 5.34996 0.96627 -3.04638 0.221
H 7.34695 2.28742 -2.39968 0.212
H 8.07870 2.41302 -0.07245 0.213
H 6.84345 1.21987 1.72165 0.222
H 2.03833 -1.91157 -1.32487 0.252
H 1.44267 -3.10464 -0.14518 0.220
```

As for the spin multiplicity: 1. The calculation puts the LUMO energy at 0.66 eV. Its total charge is 0. The calculation puts the gap between HOMO and LUMO at 8.38 eV. The HOMO energy is -0.284 Eh.


B:
ORCA calculation (ωB97M-V/def2-TZVPD) on C21H27N3O2 in the gas phase.

XYZ file:
```
53
Properties=species:S:1:pos:R:3:nbo_charge:R:1
C -5.12403 -1.69979 -0.30894 -0.250
O -4.25258 -1.15408 0.64723 -0.523
C -2.90270 -1.35547 0.48141 0.328
C -2.30825 -1.91478 -0.63809 -0.310
C -0.93222 -2.03770 -0.71372 -0.271
C -0.09209 -1.62473 0.32358 0.239
N 1.29043 -1.77278 0.23662 -0.454
C 1.83341 -1.82101 -1.11114 -0.223
C 3.36962 -1.78939 -1.18220 -0.221
N 4.03450 -0.93047 -0.23846 -0.436
C 4.20276 0.48172 -0.53584 -0.301
C 3.07962 1.38547 -0.01177 0.664
O 3.18445 1.97792 1.04179 -0.610
N 1.97647 1.40422 -0.80745 -0.607
C 0.65911 1.74179 -0.45911 0.139
C 0.32185 2.29131 0.77009 -0.254
C -1.00964 2.50610 1.07184 -0.178
C -2.02442 2.19712 0.17899 -0.056
C -3.45775 2.41392 0.55236 -0.637
C -1.68256 1.66789 -1.06896 0.094
C -2.74404 1.33884 -2.07233 -0.648
C -0.35025 1.44643 -1.37012 -0.263
C 3.59123 -1.26836 1.09311 -0.222
C 2.07488 -1.15614 1.29615 -0.241
C -0.71376 -1.08104 1.45540 -0.271
C -2.08228 -0.94642 1.52752 -0.244
H -6.13018 -1.49361 0.05400 0.199
H -4.99643 -1.23329 -1.29290 0.168
H -4.98912 -2.78211 -0.40593 0.176
H -2.89923 -2.25738 -1.47365 0.217
H -0.52899 -2.48185 -1.60887 0.210
H 1.51880 -2.76311 -1.57422 0.199
H 1.40716 -1.00614 -1.71702 0.159
H 3.67110 -1.52322 -2.19843 0.202
H 3.74306 -2.80013 -0.97885 0.197
H 4.32998 0.59683 -1.61454 0.203
H 5.12403 0.80614 -0.03797 0.220
H 2.06164 0.95458 -1.70889 0.394
H 1.09214 2.53923 1.48071 0.253
H -1.26354 2.92306 2.03561 0.207
H -3.53146 2.91197 1.51559 0.215
H -3.96875 3.02115 -0.19379 0.212
H -3.97615 1.45768 0.62040 0.228
H -3.48991 0.68310 -1.62881 0.217
H -3.25253 2.24530 -2.40147 0.217
H -2.31765 0.84594 -2.94251 0.213
H -0.09066 1.02522 -2.33351 0.197
H 4.08627 -0.61420 1.81233 0.222
H 3.90907 -2.29960 1.28064 0.195
H 1.82753 -1.66813 2.23235 0.204
H 1.80398 -0.09896 1.41411 0.192
H -0.13669 -0.74551 2.29944 0.221
H -2.53994 -0.51279 2.40245 0.221
```

As for the spin multiplicity: 1. The calculation puts the LUMO energy at 0.63 eV. Its total charge is 0. The calculation puts the gap between HOMO and LUMO at 7.91 eV. The HOMO energy is -0.268 Eh.


The relative energies come out as A 0.0; B 111.2, with values in kJ/mol.


A:
ORCA calculation (ωB97M-V/def2-TZVPD) on 2 unconnected molecules or ions with the total composition FHNO.

XYZ file:
```
4
Properties=species:S:1:pos:R:3:nbo_charge:R:1
N -0.93514 -0.06121 -0.64918 0.069
O 1.33264 -0.61310 0.29859 -1.158
F -1.74558 0.38296 0.36931 -0.307
H 1.34808 0.29135 -0.01872 0.397
```

As for the spin multiplicity: 1. The calculation puts the LUMO energy (alpha / beta) at 4.75 / 4.76 eV. Its total charge is -1. The calculation puts the gap between HOMO and LUMO (alpha / beta) at 7.32 / 7.59 eV. The HOMO energy (alpha / beta) is -0.094 / -0.104 Eh.


B:
ORCA calculation (ωB97M-V/def2-TZVPD) on 2 unconnected molecules or ions with the total composition FHNO.

XYZ file:
```
4
Properties=species:S:1:pos:R:3:nbo_charge:R:1
N 0.26220 0.03218 -0.41771 -0.175
O -1.41446 -0.70536 0.21253 -0.794
F 0.16450 1.20759 0.27718 -0.299
H 0.98776 -0.53441 -0.07200 0.268
```

As for the spin multiplicity: 1. The calculation puts the LUMO energy (alpha / beta) at 5.51 / 5.51 eV. Its total charge is -1. The calculation puts the gap between HOMO and LUMO (alpha / beta) at 8.27 / 8.27 eV. The HOMO energy (alpha / beta) is -0.101 / -0.101 Eh.


The relative energies come out as A 0.0; B 17.2, with values in kJ/mol.


A:
ORCA calculation (ωB97M-V/def2-TZVPD) on 2 unconnected molecules or ions with the total composition C2H5N2S.

XYZ file:
```
10
Properties=species:S:1:pos:R:3:nbo_charge:R:1
C 0.25030 -0.15421 0.34866 0.392
C -0.94675 2.34234 2.56731 -0.291
N 0.53814 -0.92181 -0.65947 -0.715
N -0.61137 0.83221 0.21694 -0.737
S -1.19578 3.41539 3.58993 0.424
H 0.80937 -0.35873 1.23539 0.224
H -0.79745 1.48180 1.05473 0.439
H 1.07210 -1.75006 -0.48393 0.444
H 0.17408 -0.57417 -1.53161 0.412
H -1.00755 0.63507 -0.75383 0.407
```

As for the spin multiplicity: 1. The calculation puts the LUMO energy at -4.06 eV. Its total charge is +1. The calculation puts the gap between HOMO and LUMO at 11.52 eV. The HOMO energy is -0.573 Eh.


B:
ORCA calculation (ωB97M-V/def2-TZVPD) on a gas-phase ion, C2H5N2S (charge +1).

XYZ file:
```
10
Properties=species:S:1:pos:R:3:nbo_charge:R:1
H -1.31104 1.93480 -0.13930 0.382
N -0.40893 1.65664 -0.29103 -0.457
C 0.02594 0.50468 -0.07649 0.342
N -0.74598 -0.70361 0.46087 -0.737
C 1.39104 0.13687 -0.44953 -0.340
S 2.02154 -1.42065 -0.48362 0.187
H -0.62296 -1.53389 -0.15262 0.467
H -1.77387 -0.43220 0.37762 0.450
H -0.62797 -1.14016 1.28421 0.447
H 2.05223 0.99753 -0.53010 0.260
```

As for the spin multiplicity: 1. The calculation puts the LUMO energy at -6.22 eV. Its total charge is +1. The calculation puts the gap between HOMO and LUMO at 7.86 eV. The HOMO energy is -0.517 Eh.


The relative energies come out as A 0.0; B 42.9, with values in kJ/mol.


A:
ORCA calculation (ωB97M-V/def2-TZVPD) on a gas-phase ion, C2H7N4O (charge +1).

XYZ file:
```
14
Properties=species:S:1:pos:R:3:nbo_charge:R:1
N -0.97153 -2.00344 0.33922 -0.682
C -1.33415 -0.86747 0.36890 0.514
N -1.96684 0.19510 0.39757 -0.193
O -1.66158 1.47426 0.20704 -0.123
N -0.35503 1.56655 -0.35063 -0.346
C 0.25204 0.43891 -0.86955 -0.056
N 1.33458 -0.12844 0.37893 -0.770
H -0.54671 -2.58692 1.01620 0.424
H -0.24727 2.47883 -0.65864 0.422
H -0.24748 -0.48330 -1.07788 0.264
H 1.04041 0.60302 -1.66285 0.264
H 1.75843 -1.03471 0.24136 0.425
H 0.80082 -0.18868 1.20108 0.420
H 2.14431 0.53626 0.46924 0.438
```

As for the spin multiplicity: 1. The calculation puts the LUMO energy at -3.64 eV. Its total charge is +1. The calculation puts the gap between HOMO and LUMO at 9.77 eV. The HOMO energy is -0.493 Eh.


B:
ORCA calculation (ωB97M-V/def2-TZVPD) on a gas-phase ion, C2H7N4O (charge +1).

XYZ file:
```
14
Properties=species:S:1:pos:R:3:nbo_charge:R:1
C -0.61098 0.39031 -1.03016 -0.329
C -0.16229 -1.02190 -0.39808 0.038
N -1.46080 -1.47471 0.12657 -0.130
N -2.33178 -0.77263 0.31847 0.159
N -1.58922 1.09161 -0.36473 -0.089
N 0.66558 -0.75346 0.76700 -0.684
O -1.01539 1.70672 0.76641 -0.634
H 0.27362 1.02366 -0.87246 0.235
H -0.94852 0.10285 -2.06368 0.265
H 0.25631 -1.76118 -1.07128 0.262
H 0.51048 -1.40227 1.46242 0.447
H 0.21305 0.11581 1.14419 0.475
H 1.62774 -0.50075 0.63445 0.463
H -1.50306 2.55324 0.91898 0.523
```

As for the spin multiplicity: 1. The calculation puts the LUMO energy (alpha / beta) at -4.34 / -4.25 eV. Its total charge is +1. The calculation puts the gap between HOMO and LUMO (alpha / beta) at 8.58 / 8.90 eV. The HOMO energy (alpha / beta) is -0.475 / -0.483 Eh.


The relative energies come out as A 80.4; B 0.0, with values in kJ/mol.


A:
ORCA calculation (ωB97M-V/def2-TZVPD) on 2 unconnected molecules or ions with the total composition C2H7N4O.

XYZ file:
```
14
Properties=species:S:1:pos:R:3:nbo_charge:R:1
C 0.17615 -1.01384 -0.11264 0.731
C 2.39704 1.50082 -0.04768 0.332
N -0.83917 -0.38122 -0.14320 -0.161
N -1.71022 0.59180 -0.30611 -0.246
N -3.13540 0.29005 -0.10690 -0.609
N 1.12515 -1.87039 -0.00935 -0.799
O 1.83186 0.47914 -0.36084 -0.588
H 1.75634 2.12748 0.56333 0.123
H -1.46716 1.41039 0.23850 0.390
H 3.40192 1.85236 -0.35082 0.163
H -3.46224 -0.47102 -0.77319 0.386
H -3.20855 -0.10722 0.88716 0.356
H 1.01969 -2.60038 0.75568 0.446
H 2.11459 -1.80797 -0.23394 0.475
```

As for the spin multiplicity: 1. The calculation puts the LUMO energy at -3.61 eV. Its total charge is +1. The calculation puts the gap between HOMO and LUMO at 10.40 eV. The HOMO energy is -0.515 Eh.


B:
ORCA calculation (ωB97M-V/def2-TZVPD) on a molecular structure, C2H7N4O.

XYZ file:
```
14
Properties=species:S:1:pos:R:3:nbo_charge:R:1
C -0.31138 1.01711 -0.26198 0.347
C 1.21946 1.31324 0.08919 -0.156
N -1.09789 1.99453 -0.15543 -0.617
N -0.45975 -0.25197 -0.65012 -0.066
N -1.43729 -0.99328 -0.26677 -0.547
N 1.15598 -0.88686 -0.12656 -0.245
O 1.91781 0.19949 -0.40427 -0.309
H 1.43059 2.29070 -0.50063 0.276
H 1.38048 1.49055 1.25673 0.228
H -2.14622 2.07614 -0.29814 0.406
H -1.79617 -0.86308 0.79014 0.399
H -2.01356 -1.52342 -0.99297 0.440
H 1.25808 -1.30699 0.81135 0.410
H 1.21502 -1.56092 -0.92268 0.434
```

As for the spin multiplicity: 1. The calculation puts the LUMO energy at -4.85 eV. Its total charge is +1. The calculation puts the gap between HOMO and LUMO at 9.30 eV. The HOMO energy is -0.520 Eh.


The relative energies come out as A 0.0; B 113.2, with values in kJ/mol.


A:
ORCA calculation (ωB97M-V/def2-TZVPD) on 2 unconnected molecules or ions with the total composition C2H5PS.

XYZ file:
```
9
Properties=species:S:1:pos:R:3:nbo_charge:R:1
C 1.47428 -0.55050 -0.59640 -0.510
C 0.74884 0.68196 -0.93709 -0.343
P -2.35178 0.48717 0.00463 0.085
S 1.77355 0.95328 0.41554 0.203
H 0.96126 -1.28184 0.02090 0.218
H 2.41282 -0.94570 -1.04122 0.222
H 0.86394 1.13835 -1.96390 0.219
H -2.07987 -0.20561 1.25393 -0.048
H -3.51072 -0.44444 -0.27910 -0.045
```

As for the spin multiplicity: 1. The calculation puts the LUMO energy (alpha / beta) at -1.08 / -0.44 eV. Its total charge is 0. The calculation puts the gap between HOMO and LUMO (alpha / beta) at 7.02 / 8.29 eV. The HOMO energy (alpha / beta) is -0.298 / -0.321 Eh.


B:
ORCA calculation (ωB97M-V/def2-TZVPD) on a molecular structure, C2H5PS.

XYZ file:
```
9
Properties=species:S:1:pos:R:3:nbo_charge:R:1
C -1.17220 0.59099 0.69565 -0.454
C -0.39512 0.05035 -0.37638 -0.393
P 1.80592 -0.82184 0.31587 0.094
S -1.81721 -0.97899 -0.13731 0.109
H -1.01115 0.47731 1.68196 0.217
H -1.77422 1.46649 0.63703 0.218
H -0.12332 0.37541 -1.38253 0.240
H 2.63482 0.21813 -0.31838 -0.023
H 1.85247 -1.37784 -1.11592 -0.008
```

As for the spin multiplicity: 1. The calculation puts the LUMO energy at 0.02 eV. Its total charge is 0. The calculation puts the gap between HOMO and LUMO at 8.32 eV. The HOMO energy is -0.305 Eh.


The relative energies come out as A 117.2; B 0.0, with values in kJ/mol.